No. 1
A structure of composition C5H6S, computed with ωB97M-V/def2-TZVPD.

## Properties
Charge: 0
DFT total energy in a.u.: -591.9871
HOMO energy (spin up / spin down) in eV: -7.859 / -7.855

Geometry (Å):
C 0.58368 1.76201 -0.51283
C -0.25556 0.13849 -1.67484
C 0.55055 1.30673 0.75968
C 0.10206 0.06240 1.14904
C -0.26592 -1.15595 0.48777
S 0.09005 -0.44626 2.77373
H 0.15165 -0.04805 -2.67144
H -1.28575 0.25198 -1.62634
H 0.82609 1.94494 1.51689
H 0.47712 -1.79688 0.29148
H 0.33225 -0.52555 -1.05319
H -1.30623 -1.49384 0.56005

Cartesian forces, eV/Å:
-0.88 -1.33 -2.74
3.28 2.07 0.88
-0.94 -1.31 -2.17
0.21 -0.47 1.96
-2.87 2.42 1.73
-0.35 -0.49 -1.39
-0.28 0.38 -0.03
-1.72 0.04 0.40
0.70 1.47 1.85
2.52 -2.56 -0.70
-0.19 -0.39 0.58
0.53 0.16 -0.38



No. 2
The molecule C5H6S, computed with ωB97M-V/def2-TZVPD.

## Properties
Charge: 0
DFT total energy in a.u.: -592.2703
SMILES string: S=C1C=CCC1
HOMO energy in eV: -8.424

Geometry (Å):
S 1.50102 -1.03943 -0.89683
C 0.38551 -0.15500 -0.14487
C -0.70466 -0.80390 0.62036
C -1.68806 0.06856 0.89299
C -1.25423 1.47204 0.53964
C 0.15231 1.29012 -0.04302
H -0.66141 -1.89875 0.74229
H -2.60871 -0.12093 1.48361
H -1.27312 2.08071 1.42757
H -2.03949 1.91342 -0.09462
H 0.89451 1.72569 0.61365
H 0.32664 1.69989 -1.01372

Cartesian forces, eV/Å:
0.58 0.24 -0.36
-0.96 -1.71 1.15
-0.27 -0.63 -0.58
0.54 -0.12 1.09
-1.01 -0.43 -0.25
-0.18 0.74 -0.16
-0.29 0.74 0.13
0.66 -0.01 -0.74
0.17 0.33 0.46
0.59 0.04 -0.30
0.26 0.11 0.19
-0.08 0.69 -0.64



No. 3
The molecule C5H6S, computed with ωB97M-V/def2-TZVPD.

## Properties
Charge: 0
DFT total energy in a.u.: -592.1588
HOMO energy in eV: -8.836

Geometry (Å):
C -0.46972 -1.54256 0.10798
C -1.92031 -0.97025 -0.24795
C 0.76534 0.44046 -0.42262
C -0.27038 1.31886 0.31819
C 0.78181 -1.02651 0.04309
S -1.96795 0.66878 -0.14761
H -0.70517 -2.59862 0.60745
H 0.44612 0.47088 -1.57820
H 1.73098 1.01255 -0.44765
H -0.02565 1.26279 1.35592
H -0.11124 2.42561 0.15649
H 1.74617 -1.46200 0.25493

Cartesian forces, eV/Å:
-1.97 -2.72 1.74
3.28 0.05 0.32
-0.03 1.16 -2.87
0.76 0.11 -0.87
-2.22 2.15 -0.74
0.42 0.58 0.50
1.10 2.11 -1.34
0.68 -0.18 2.23
-0.55 -0.99 0.39
-0.54 -0.54 1.13
-0.64 -1.19 -0.66
-0.29 -0.54 0.17



No. 4
A structure of composition C5H6S2, computed with ωB97M-V/def2-TZVPD.

## Properties
Charge: 0
DFT total energy in a.u.: -990.3427
HOMO energy in eV: -8.179

Geometry (Å):
C 0.41848 1.42930 0.38905
C 1.71798 1.49892 0.20195
C -1.01845 -0.74825 -0.98241
C -1.36520 -0.99640 0.43626
C 0.02745 -0.53233 0.03021
S 2.72525 0.20050 -0.39068
S 1.52696 -1.36414 0.25044
H -0.06074 2.14543 0.99962
H 2.44299 2.22815 0.51192
H -1.14908 -1.47725 -1.69797
H -1.52426 0.13077 -1.20555
H -2.21181 -0.43405 0.81552
H -1.52957 -2.08065 0.64165

Cartesian forces, eV/Å:
1.14 -4.31 -0.64
0.60 -0.45 0.08
-0.32 1.36 0.80
-0.14 -2.49 0.43
-1.24 3.87 0.93
-0.03 -0.56 -0.45
0.15 -0.19 0.40
-1.24 0.37 0.31
-0.39 1.10 0.01
0.54 -1.72 -1.35
-0.40 1.65 -1.23
0.74 0.50 0.47
0.59 0.87 0.21



No. 5
A cluster of 2 separate species, C5H6S2 in total, computed with ωB97M-V/def2-TZVPD.

## Properties
Charge: 0
DFT total energy in a.u.: -990.3700
HOMO energy in eV: -7.904

Geometry (Å):
C -0.07647 -0.80727 -0.12847
C -0.89323 -0.22654 0.89536
C -0.32884 -0.05108 -1.33528
C -1.67154 0.73016 0.32043
C -1.34192 0.83890 -1.09964
S 3.51654 -0.04052 0.43391
S 2.30688 -1.48138 1.04125
H 0.22880 -1.83676 -0.14541
H -0.90288 -0.54596 1.91965
H 0.14021 -0.25832 -2.27886
H -2.44279 1.30507 0.80575
H -1.84487 1.46739 -1.81003
H 3.31012 0.90629 1.38133

Cartesian forces, eV/Å:
1.06 -0.59 0.26
-0.78 0.58 0.52
-0.02 0.52 -0.71
0.11 -0.27 0.67
1.21 -1.04 0.25
0.43 0.39 0.03
-1.54 0.84 -0.69
-0.44 -0.33 -0.19
-0.07 -0.03 0.18
0.04 0.00 -0.18
-0.01 0.04 0.13
0.00 0.09 -0.18
0.01 -0.21 -0.08



No. 6
The molecule C5H6S3, computed with ωB97M-V/def2-TZVPD.

## Properties
Charge: 0
DFT total energy in a.u.: -1388.5577
SMILES string: S=CC(=S)SC1CC1
HOMO energy in eV: -8.991

Geometry (Å):
S -3.97188 -1.03787 0.14161
C -3.14131 0.46290 -0.13327
C -1.63025 0.61315 -0.09386
S -1.16638 2.22022 -0.03973
S -0.67855 -0.80129 -0.26009
C 0.93691 -0.09146 -0.55667
C 2.18677 -1.09886 -0.08944
C 1.79330 0.08147 0.71442
H -3.75962 1.47941 -0.27506
H 0.88975 0.72511 -1.30101
H 1.77080 -2.03895 0.22233
H 3.06131 -1.26411 -0.81461
H 2.52730 1.00115 0.86864
H 1.18181 -0.25087 1.61675

Cartesian forces, eV/Å:
2.00 3.54 -0.70
-2.32 -1.68 0.72
-1.34 1.87 -0.45
0.16 -1.34 0.04
0.21 0.09 -0.26
1.52 -0.51 1.55
-0.82 0.70 -2.89
0.23 1.15 1.24
1.63 -2.44 0.29
0.66 -0.88 0.24
0.02 -0.30 0.22
-1.32 0.92 1.39
-1.86 -2.08 -0.49
1.23 0.95 -0.90